Record 1
Formula: C3H4FNOS2
Source: the OMol25 dataset
Level of theory: wB97M-V/def2-TZVPD

Values from the calculation:
* 2S+1: 1
* SMILES: O=C1NS[C@@H](CF)S1
* HOMO-LUMO gap: 9.56 eV
* energy above the lowest of the compared OMol25 structures with the same formula, charge and spin: 0.087 eV

XYZ file:
```
12
Properties=species:S:1:pos:R:3:lowdin_charge:R:1
C -0.642 1.454 -0.263 -0.29
C -0.807 0.056 -0.677 -0.86
C 1.371 -1.242 0.068 -0.87
H -1.510 1.931 0.178 0.12
H -0.299 2.087 -1.078 0.12
H -1.609 -0.108 -1.448 0.09
H 0.705 -1.138 2.003 0.12
N 0.427 -1.442 1.056 -0.28
O 2.534 -1.441 0.271 0.03
F 0.356 1.554 0.719 -0.07
S -1.231 -1.098 0.621 0.90
S 0.704 -0.613 -1.449 0.99
```

=====

Record 2
Formula: C5H12N2O
Source: the OMol25 dataset
Level of theory: wB97M-V/def2-TZVPD

Values from the calculation:
* 2S+1: 1
* HOMO-LUMO gap: 8.88 eV
* energy above the lowest of the compared OMol25 structures with the same formula, charge and spin: 7.661 eV

XYZ file:
```
20
Properties=species:S:1:pos:R:3:lowdin_charge:R:1
C 0.026 -0.650 -1.901 -0.16
C 0.607 1.433 -0.654 -0.12
C -0.156 1.550 0.631 -0.48
C -0.939 0.230 0.225 -0.27
C -0.618 -1.105 0.928 -0.31
H -0.786 -1.481 -2.117 0.11
H 0.064 -0.300 -3.020 0.11
H 0.995 -1.164 -1.465 0.10
H 0.725 2.510 -1.177 0.17
H 1.464 1.000 -0.392 0.05
H -0.949 2.423 0.778 0.18
H 0.696 0.594 2.092 0.18
H -2.035 0.448 0.269 0.14
H -1.421 -1.496 1.812 0.16
H -0.804 -1.789 -0.041 0.10
H 1.322 -0.561 0.499 0.14
H 0.870 -2.534 1.428 0.23
N -0.340 0.414 -1.081 -0.20
N 0.802 -1.177 1.440 -0.09
O 0.476 1.653 1.746 -0.04
```

=====

Record 3
Formula: C10H16
Source: the OMol25 dataset
Level of theory: wB97M-V/def2-TZVPD

Values from the calculation:
* 2S+1: 1
* SMILES: CCc1ccccc1.CC
* HOMO-LUMO gap: 10.07 eV
* energy above the lowest of the compared OMol25 structures with the same formula, charge and spin: 1.807 eV

XYZ file:
```
26
Properties=species:S:1:pos:R:3:lowdin_charge:R:1
C -1.186 1.100 2.558 -0.17
C -2.155 0.971 1.389 -0.14
H -1.006 2.143 2.813 0.06
H -1.464 0.544 3.465 0.07
H -0.166 0.613 2.408 0.04
H -2.802 0.114 1.666 0.08
H -2.607 1.923 1.152 0.07
H -1.624 0.553 0.538 0.03
C 0.495 1.260 -1.073 -0.21
C 1.695 1.582 -1.987 -0.12
C 0.558 -0.189 -0.712 -0.25
C 0.509 -0.611 0.626 -0.06
C 0.279 -1.102 -1.725 -0.05
C 0.516 -1.992 0.863 -0.06
C 0.287 -2.455 -1.463 -0.09
C 0.323 -2.911 -0.171 -0.10
H 0.698 1.923 -0.220 0.11
H -0.399 1.684 -1.541 0.12
H 1.457 1.878 -3.020 0.06
H 0.591 0.069 1.444 0.05
H 0.168 -0.720 -2.740 0.12
H 0.638 -2.283 1.894 0.10
H 0.245 -3.236 -2.217 0.10
H 0.272 -3.946 0.130 0.10
H 2.258 0.685 -2.245 0.07
H 2.421 2.402 -1.831 0.07
```

=====

Record 4
Formula: C3H6N
Source: the OMol25 dataset
Level of theory: wB97M-V/def2-TZVPD

Values from the calculation:
* 2S+1: 3
* total charge: +1
* HOMO-LUMO gap (alpha / beta): 8.85 / 9.50 eV
* energy above the lowest of the compared OMol25 structures with the same formula, charge and spin: 2.481 eV

XYZ file:
```
10
Properties=species:S:1:pos:R:3:lowdin_spin:R:1
C -1.407 -0.600 0.042 0.25
C -1.273 0.629 -0.436 0.14
C 1.126 -0.110 -0.323 0.12
N -0.132 0.178 0.269 0.63
H -1.675 -1.484 0.620 0.01
H -1.749 1.383 -0.896 0.01
H 1.820 -0.822 0.205 0.02
H 1.047 -0.360 -1.464 0.03
H 1.604 0.876 -0.209 0.01
H 0.639 0.310 2.193 0.78
```

=====

Record 5
Formula: C6H12O
Source: the OMol25 dataset
Level of theory: wB97M-V/def2-TZVPD

Values from the calculation:
* 2S+1: 1
* SMILES: C=CCCC(C)=O.[H][H]
* HOMO-LUMO gap: 10.51 eV
* energy above the lowest of the compared OMol25 structures with the same formula, charge and spin: 2.378 eV

XYZ file:
```
19
Properties=species:S:1:pos:R:3:lowdin_charge:R:1
C 2.108 -0.750 -0.497 -0.02
C 1.129 0.112 0.266 -0.48
O 1.133 0.079 1.480 0.01
C 0.315 1.166 -0.490 -0.14
C -1.154 1.219 -0.042 -0.20
C -1.730 -0.174 0.044 -0.23
C -1.147 -1.215 -0.542 0.00
H 2.963 -0.098 -0.709 0.09
H 1.740 -1.141 -1.449 0.07
H 2.443 -1.567 0.146 0.09
H -0.536 -0.248 2.256 0.07
H 0.816 2.117 -0.277 0.13
H 0.381 1.000 -1.571 0.11
H -1.219 1.704 0.940 0.11
H -1.747 1.839 -0.726 0.11
H -2.601 -0.318 0.681 0.09
H -1.257 -0.423 2.209 0.07
H -0.372 -1.061 -1.283 0.05
H -1.394 -2.245 -0.317 0.07
```